# 1
C2H3O2Tm | ωB97M-V/def2-TZVPD

XYZ file:
```
8
Properties=species:S:1:pos:R:3:forces:R:3:mulliken_spin:R:1
Tm 3.784678 -0.004189 -0.136548 0.629 0.097 0.073 1.07
O -0.014054 0.072456 0.791222 -8.304 1.839 1.885 0.38
O 1.467716 -0.223091 -0.020606 1.468 -0.627 -5.052 0.77
C -1.450622 0.503855 0.127486 2.721 1.461 0.479 0.44
C 0.014701 -0.416423 -0.410157 4.707 -1.486 3.824 0.20
H -1.359312 1.488316 -0.328784 -0.181 0.083 0.045 0.02
H -0.095698 -1.494300 -0.584118 -0.931 -0.348 -1.252 0.09
H -2.347412 0.073377 0.561504 -0.109 -1.020 -0.001 0.03
```
Forces are in eV/Å.

Summary:
* charge: +3
* multiplicity: 4
* Kohn-Sham gap (alpha / beta): 8.8 / 5.3 eV
* relative energy (zero: lowest compared OMol25 entry of this formula, charge and spin): 3.986 eV
* LUMO (alpha / beta): -15.559 / -17.772 eV

=====

# 2
C32H36BEuF3IN9O5S2 | ωB97M-V/def2-TZVPD

XYZ file:
```
90
Properties=species:S:1:pos:R:3:forces:R:3:mulliken_spin:R:1
Eu -0.265917 1.236202 0.671068 -1.038 -1.495 -0.057 6.06
I -1.162154 -1.337305 2.381005 -0.477 -0.596 -0.256 0.00
S 1.167575 3.473260 0.296616 2.301 1.927 -0.111 0.00
S 2.613906 2.093899 0.456399 0.004 -0.054 -0.019 -0.01
F 3.586463 -0.210114 7.348006 -0.005 0.094 -0.006 0.00
F 2.495282 1.564002 7.947299 0.068 -0.044 -0.052 0.00
F 4.392339 1.756906 6.925486 -0.086 -0.076 0.035 0.00
O 1.590777 -0.987603 0.308650 0.732 0.002 0.037 0.00
O 1.133386 -4.943778 -4.059401 -0.015 -0.006 -0.050 0.00
O 0.446114 3.344147 1.582122 -0.548 0.033 0.044 0.00
O 1.663007 4.790866 0.005977 -0.239 -0.048 -0.011 0.00
O 0.247301 2.931143 -0.744285 -0.433 0.254 -0.245 -0.01
N 0.126067 0.626711 -2.209743 0.014 -0.021 0.137 -0.01
N -2.694920 1.681838 -0.169438 0.297 0.116 -0.178 0.00
N -2.504053 3.257143 2.397870 -0.149 0.140 0.191 0.00
N -3.228897 2.905482 0.018346 -0.374 0.056 0.044 -0.01
N -1.861972 2.090066 2.599577 0.204 -0.006 -0.059 0.00
N 4.055774 -2.720269 -1.512705 0.100 0.407 0.314 0.00
N -0.963940 -0.884765 -0.721429 -0.146 0.500 0.313 0.01
N 1.187217 1.139034 3.227878 -0.133 -0.273 -0.086 0.00
N 0.976815 -0.281096 -4.540711 0.071 -0.007 -0.121 0.00
C 1.864928 0.056339 3.603393 0.047 -0.056 -0.120 0.00
C 0.287157 -1.897818 -2.585289 0.083 0.186 0.012 0.00
C -0.516014 -0.690495 -2.074792 -0.218 -0.226 0.202 -0.02
C -2.571519 2.885773 4.577041 -0.034 0.036 0.039 0.00
C 1.924237 -3.715344 -2.062306 0.278 0.085 -0.062 0.00
C -1.928201 -1.793464 -0.524473 0.031 -0.202 0.011 0.00
C 3.259649 -3.695899 -2.106961 -0.469 -0.302 -0.084 0.00
C 1.996608 0.502490 -3.874894 -0.153 -0.101 0.073 0.00
C -3.275384 -3.100707 1.101349 0.091 0.112 -0.014 0.00
C 2.546487 -0.043207 4.806034 0.009 0.009 0.066 0.00
C 2.541405 1.057183 5.644671 -0.075 0.082 -0.077 0.00
C -4.338596 3.044771 -0.712665 0.014 -0.099 -0.149 0.00
C 4.433172 -0.888987 -0.016844 -0.123 0.130 0.110 0.00
C 3.252319 1.036082 6.965212 0.101 0.007 0.065 0.00
C 1.185029 -2.564251 -1.457570 -0.132 0.114 -0.166 0.00
C 3.536456 -1.815061 -0.762639 0.562 -0.187 -0.232 0.00
C -4.547697 1.876520 -1.425746 -0.047 0.011 0.039 0.00
C 0.863658 -1.634942 -4.019514 -0.101 0.047 0.120 0.00
C 2.061286 -1.687800 -0.569120 -0.761 -0.446 -0.042 0.00
C 1.883511 2.210346 5.246916 0.049 -0.198 -0.015 0.00
C 1.138038 -4.869177 -2.636910 0.008 -0.025 -0.052 0.00
C -0.496863 1.337303 -3.326596 -0.090 -0.009 0.007 0.00
C -3.493225 1.053836 -1.038309 0.025 -0.062 -0.057 0.00
C -3.691358 -3.373191 -1.229558 -0.088 -0.062 0.242 0.00
C -1.905568 1.858384 3.913899 -0.126 -0.004 -0.030 0.00
C -0.240121 0.530147 -4.629613 0.045 -0.018 0.007 0.00
C -2.284770 -2.199191 0.786648 0.266 0.197 0.556 -0.01
C -2.940355 3.751330 3.560993 0.060 -0.089 0.119 0.00
C -4.001559 -3.706187 0.083193 -0.091 -0.135 -0.124 0.00
C 1.577367 0.758966 -2.415227 -0.032 0.028 -0.332 0.00
C -2.694823 -2.464227 -1.528055 0.137 0.102 -0.167 0.00
C 1.210227 2.199240 4.035185 0.017 0.119 0.084 0.00
B -2.675854 3.960893 1.016154 0.186 -0.106 -0.090 0.00
H -3.514106 4.816291 1.145796 -0.091 0.039 0.030 0.00
H 1.881596 3.092627 5.871234 -0.055 0.024 -0.024 0.00
H 0.427918 -2.952273 -0.765485 0.029 0.034 0.044 0.00
H 3.813883 -4.485845 -2.602576 -0.023 -0.008 0.059 0.00
H -1.482476 0.964060 4.341996 0.063 -0.006 -0.091 0.00
H -3.476352 -3.330112 2.139683 -0.014 -0.028 -0.011 0.00
H -1.079136 -0.128599 -4.863637 -0.015 0.017 0.006 0.00
H 0.677273 3.073162 3.695580 -0.048 -0.001 -0.066 0.00
H 2.953031 -0.024954 -3.913863 0.013 0.029 -0.021 0.00
H -3.485627 4.678991 3.597619 0.001 -0.001 -0.085 0.00
H 2.108579 1.438824 -4.427988 0.042 0.012 0.025 0.00
H 4.310080 -1.049317 1.058222 0.028 0.009 -0.020 0.00
H 1.855284 -2.084508 -4.103655 0.033 -0.056 -0.046 0.00
H 4.162127 0.151858 -0.192183 0.000 0.055 -0.057 0.00
H -4.775179 -4.428162 0.308146 0.000 0.032 0.022 0.00
H 0.205888 -2.156575 -4.726218 0.044 -0.058 0.022 0.00
H 0.732644 -4.144325 -4.415978 0.028 0.026 0.045 0.00
H 1.850123 1.766630 -2.115684 0.023 -0.005 0.094 0.00
H 2.118794 0.090335 -1.773270 0.093 -0.052 0.259 0.00
H 1.597938 -5.803572 -2.313817 -0.038 0.002 0.015 0.00
H -2.765908 2.981040 5.631704 -0.012 -0.017 -0.014 0.00
H -0.119936 1.217337 -5.474384 -0.060 0.001 0.009 0.00
H -0.058592 2.335609 -3.375356 0.007 -0.014 -0.004 0.00
H 1.870787 -0.769035 2.899446 -0.039 -0.005 0.029 0.00
H 5.463429 -1.072594 -0.307866 0.006 -0.012 0.017 0.00
H -3.303459 0.037804 -1.340281 0.095 0.038 0.038 0.00
H -4.248956 -3.831999 -2.037955 0.035 0.022 -0.040 0.00
H -1.564239 1.460790 -3.134568 0.006 0.031 -0.017 0.00
H -4.901825 3.962262 -0.690420 0.029 0.007 0.086 0.00
H 3.051347 -0.957565 5.082970 0.014 0.008 -0.043 0.00
H -2.523635 -2.231021 -2.572019 0.002 -0.014 0.023 0.00
H -1.394739 -0.648140 -2.734829 0.036 0.067 -0.077 0.00
H -1.635394 4.400320 0.630391 0.048 0.011 -0.038 0.00
H -5.353449 1.647369 -2.101851 0.010 -0.002 0.002 0.00
H -0.471656 -2.673134 -2.724694 0.078 -0.033 0.014 0.00
H 0.114145 -4.848999 -2.246409 0.014 0.004 0.012 0.00
```
Forces are in eV/Å.

Summary:
* charge: -1
* multiplicity: 7
* Kohn-Sham gap (alpha / beta): 6.1 / 6.1 eV
* relative energy (zero: lowest compared OMol25 entry of this formula, charge and spin): 0.721 eV
* LUMO (alpha / beta): 1.279 / 1.284 eV

=====

# 3
C3H10NO2 | ωB97M-V/def2-TZVPD

XYZ file:
```
16
Properties=species:S:1:pos:R:3:forces:R:3:mulliken_charge:R:1
O -1.801747 -1.630043 -0.260492 -2.441 -0.889 -1.552 -0.69
O -1.102802 2.449051 1.803874 -0.089 -0.278 0.050 -0.35
N 0.318360 -0.207122 -0.234300 1.328 -1.345 -0.080 -0.28
C -0.750756 1.349150 1.545993 0.995 -1.650 -0.850 0.02
C 0.497609 1.047241 0.560589 -1.305 1.677 0.355 -0.41
C 1.523712 -0.316616 -1.135518 0.857 1.560 2.374 -0.89
H 0.697480 1.827222 -0.221660 -0.670 -0.317 1.021 0.37
H 2.412461 -0.397608 -0.429350 -0.960 0.619 -1.114 0.35
H 1.383236 1.110263 1.243195 -0.471 -0.989 -0.759 0.33
H 0.317364 -1.063375 0.320567 -0.017 0.212 0.589 0.40
H -2.710818 -1.394697 0.066042 1.195 -0.149 -0.068 0.36
H 1.566125 -1.172545 -1.716076 -0.556 -1.644 -1.249 0.37
H 1.457100 0.601934 -1.704670 0.772 -0.111 -0.366 0.38
H -1.166772 0.351373 1.999555 0.274 1.540 -0.433 0.25
H -0.572618 -0.391220 -0.762452 0.369 1.049 0.650 0.46
H -2.067935 -2.163010 -1.075297 0.719 0.716 1.432 0.34
```
Forces are in eV/Å.

Summary:
* charge: +1
* Kohn-Sham gap: 10.8 eV
* relative energy (zero: lowest compared OMol25 entry of this formula, charge and spin): 2.045 eV
* LUMO: -3.510 eV